The following is a DFT calculation (the ωB97M-V functional and the def2-TZVPD basis) of a molecular structure, C20H29N4OSSi2V in a non-equilibrium geometry.

```
58
Properties=species:S:1:pos:R:3:forces:R:3
V -0.464 -0.116 0.877 -0.8 -1.8 -0.9
N -1.055 -3.849 2.888 -0.1 0.0 -0.1
C -0.957 -2.546 2.578 0.1 -0.2 0.2
S -1.686 -2.037 1.045 0.1 0.2 0.3
N -0.314 -1.753 3.387 -0.2 0.4 -0.5
N -0.356 -0.460 2.868 0.3 -0.3 0.7
C -0.334 0.492 3.727 0.0 0.3 0.1
C -0.587 1.889 3.401 0.2 -0.3 0.3
C -0.411 2.864 4.387 0.0 0.1 0.0
C -0.744 4.181 4.138 0.0 0.0 0.0
C -1.281 4.537 2.903 0.0 0.0 0.0
C -1.482 3.590 1.913 0.0 0.2 0.1
C -1.129 2.283 2.174 0.0 -0.7 -0.6
O -1.320 1.324 1.203 -0.4 1.7 0.6
H -1.630 -4.462 2.338 0.0 0.0 0.0
H -0.734 -4.160 3.790 0.0 0.0 0.0
H -0.183 0.218 4.769 -0.1 0.0 0.0
H -0.012 2.572 5.351 0.0 0.0 0.0
H -0.599 4.930 4.904 0.0 0.0 0.0
H -1.551 5.567 2.711 0.0 0.0 0.0
H -1.904 3.848 0.952 0.0 0.0 0.0
C 0.606 2.454 -1.146 0.1 0.1 0.1
Si -0.365 1.107 -2.019 0.1 -0.1 0.1
C 0.147 1.194 -3.802 0.1 0.0 -0.2
C -2.203 1.380 -1.966 -0.2 0.0 0.0
C 0.060 -0.538 -1.139 0.4 0.4 0.4
C 1.459 -0.558 -0.630 0.0 0.1 -0.2
C 2.680 -0.519 -1.311 -0.1 -0.1 0.0
C 3.842 -0.510 -0.574 0.1 0.0 0.1
C 3.803 -0.525 0.829 0.1 0.0 -0.1
C 2.589 -0.538 1.453 -0.3 -0.1 -0.1
N 1.452 -0.564 0.720 0.6 0.2 -0.1
Si -0.333 -2.143 -2.070 0.0 0.0 0.1
C 0.371 -3.575 -1.104 0.1 -0.2 0.2
C 0.543 -2.248 -3.714 0.1 0.0 -0.2
C -2.161 -2.233 -2.409 -0.2 0.0 0.0
H 0.167 3.434 -1.351 0.0 0.0 0.0
H 1.627 2.469 -1.538 0.0 0.0 0.0
H 0.686 2.371 -0.059 0.0 0.0 0.0
H 0.026 2.226 -4.145 0.0 0.0 0.0
H -0.476 0.566 -4.438 0.0 0.0 0.0
H 1.192 0.916 -3.958 0.0 0.0 0.0
H -2.433 2.425 -2.191 0.0 0.0 0.0
H -2.667 1.137 -1.010 0.0 0.0 0.0
H -2.683 0.770 -2.735 0.0 0.0 0.0
H 2.689 -0.497 -2.392 0.0 0.0 0.0
H 4.799 -0.484 -1.079 0.0 0.0 0.0
H 4.712 -0.520 1.413 0.0 0.0 0.0
H 2.475 -0.549 2.528 0.0 0.0 0.0
H 1.457 -3.598 -1.239 0.0 0.0 0.0
H -0.017 -4.519 -1.493 0.0 0.0 0.0
H 0.159 -3.539 -0.036 0.1 -0.1 -0.1
H 1.623 -2.103 -3.634 0.0 0.0 0.0
H 0.158 -1.560 -4.462 0.0 0.0 0.0
H 0.390 -3.263 -4.095 0.0 0.0 0.0
H -2.778 -1.757 -1.647 0.0 0.0 0.0
H -2.483 -3.274 -2.493 0.0 0.0 0.0
H -2.379 -1.748 -3.364 0.0 0.0 0.0
```
Positions in Å, forces in eV/Å.

* Kohn-Sham gap (spin up / spin down): 0.2727 / 0.2919 Ha
* multiplicity: 2
* charge: +1